No. 1
51
Properties=species:S:1:pos:R:3:forces:R:3 method="wB97M-V/def2-TZVPD" homo_lumo_gap_ev=8.145 smiles="COc1ccc(-c2nn(CCC#N)cc2C(=O)Nc2cccc(C(=O)O)c2)cc1OC" fmax_ev_per_a=0.85 relative_energy_kcal_mol=3.00 mol_weight_da=420.42
C 3.692609 -0.514669 -3.139796 0.08 -0.18 -0.12
H 3.117150 -0.873799 -3.999344 0.02 0.00 0.04
H 3.837540 -1.335990 -2.430112 -0.02 0.03 -0.03
H 4.662310 -0.156647 -3.484034 -0.05 -0.08 0.00
O 3.080649 0.595303 -2.533106 -0.34 0.26 0.23
C 1.855742 0.430027 -1.938944 0.06 0.13 -0.04
C 1.157999 -0.771531 -1.968194 0.11 0.03 -0.12
C -0.065778 -0.916192 -1.345341 -0.08 0.16 0.09
C -0.629849 0.153686 -0.664415 0.33 -0.03 -0.46
C 0.042749 1.368595 -0.659218 0.07 -0.08 -0.31
C 1.279707 1.530255 -1.272579 -0.12 -0.08 0.00
O 1.797002 2.782593 -1.159515 -0.35 -0.14 -0.09
C 3.175356 3.026020 -1.361305 0.52 0.20 -0.02
H 3.792094 2.362894 -0.750880 -0.05 0.07 -0.07
H 3.326856 4.057222 -1.042609 0.01 -0.06 -0.02
H 3.455934 2.924766 -2.410972 -0.03 0.05 0.11
H -0.381971 2.232115 -0.170759 -0.01 0.13 0.07
C -1.875493 -0.022565 0.068843 -0.57 0.12 0.53
N -2.849601 -0.792210 -0.387410 0.28 -0.23 -0.77
N -3.832848 -0.745665 0.510576 0.32 0.23 0.55
C -3.527349 0.057756 1.546062 0.38 0.15 0.05
C -2.251444 0.537070 1.323774 -0.47 -0.20 -0.40
C -1.528622 1.471298 2.204211 0.10 0.08 0.12
O -2.054780 2.450330 2.690668 -0.17 0.07 0.06
N -0.202214 1.215093 2.448691 0.18 0.50 0.26
C 0.575885 0.126786 2.060867 0.37 -0.65 0.01
C 1.878166 0.346323 1.627419 -0.01 -0.18 0.03
C 2.658766 -0.714320 1.184814 -0.32 -0.21 0.21
C 2.154594 -2.012527 1.208913 0.14 0.11 0.01
C 0.879253 -2.233469 1.693051 -0.01 -0.02 0.02
C 0.091287 -1.178760 2.118793 0.13 0.06 0.16
H -0.900892 -1.363185 2.500218 -0.06 -0.02 0.05
H 0.489827 -3.239119 1.740589 -0.04 -0.09 0.00
H 2.764604 -2.830769 0.862071 0.04 -0.08 -0.03
C 4.007487 -0.408382 0.666763 0.36 0.43 -0.08
O 4.518005 0.685098 0.681354 -0.03 -0.02 0.07
O 4.640032 -1.471832 0.143052 0.05 -0.52 -0.13
H 5.517907 -1.201251 -0.169471 -0.20 0.21 0.15
H 2.288964 1.344470 1.603466 0.02 0.13 -0.07
H 0.294450 2.001552 2.849930 -0.19 -0.07 -0.02
H -4.199184 0.228676 2.362445 -0.18 0.06 0.18
C -5.057749 -1.448389 0.258046 -0.37 -0.16 -0.23
H -5.437239 -1.869165 1.193890 0.08 0.02 -0.15
H -4.822154 -2.255797 -0.439211 -0.03 0.11 0.17
C -6.116729 -0.527083 -0.375342 0.27 -0.48 -0.35
C -6.630724 0.412162 0.590443 -0.09 0.08 -0.05
N -7.039223 1.130784 1.378779 -0.21 0.41 0.49
H -6.950471 -1.125827 -0.750691 0.08 0.04 -0.04
H -5.672549 0.021837 -1.209945 -0.05 -0.12 0.01
H -0.581519 -1.862226 -1.371136 -0.03 -0.13 0.02
H 1.575458 -1.621342 -2.483398 0.10 -0.06 -0.05

No. 2
24
Properties=species:S:1:pos:R:3:forces:R:3 method="wB97M-V/def2-TZVPD" homo_lumo_gap_ev=10.198 fmax_ev_per_a=2.65 relative_energy_kcal_mol=23.35 total_charge=+1 mol_weight_da=126.18
C -0.507114 0.001893 0.584994 -0.94 0.08 1.20
C -2.021894 -0.009275 0.364736 0.24 -0.39 0.27
C -2.729605 -1.113980 1.144756 1.29 0.55 -0.09
C -2.113276 -2.103733 1.788358 -1.59 -0.38 -0.13
N 0.079952 1.046115 -0.295843 1.47 -2.16 -0.43
H -0.160963 0.256061 1.588170 -0.51 -0.06 0.12
H -0.204323 -1.028400 0.429653 0.91 0.30 -0.76
H -2.424800 0.988885 0.566282 -0.27 -0.20 0.08
H -2.165780 -0.227397 -0.695050 -0.19 0.22 -0.21
H -3.809770 -1.089907 1.145274 -0.05 0.22 0.17
H -2.809388 -2.754161 2.310535 0.36 -0.27 0.02
H -1.093144 -2.448501 1.764947 0.31 0.54 0.12
H 0.148280 0.674687 -1.253907 -0.77 0.95 -0.35
H -0.416144 1.913947 -0.211832 -0.33 0.49 -0.37
H 1.082400 1.183138 -0.138250 0.12 0.16 0.47
H 3.145533 -0.030431 -0.916046 0.92 -0.39 0.62
H 3.291283 1.211107 -1.914041 -0.14 -0.81 0.59
O 2.699069 0.537270 -1.524397 -0.89 1.23 -1.06
H 3.318563 0.352306 1.907870 -0.67 -0.70 -0.45
H 2.763510 -1.072202 1.890337 0.13 -1.16 0.65
O 2.685800 -0.247114 1.447302 0.52 1.91 -0.31
H -0.218669 1.569540 -3.762418 0.67 -0.04 0.66
H 1.055100 0.854551 -3.217742 0.09 0.08 -0.19
O 0.405379 1.535599 -3.003687 -0.68 -0.19 -0.60

No. 3
63
Properties=species:S:1:pos:R:3:forces:R:3 method="wB97M-V/def2-TZVPD" homo_lumo_gap_ev=7.262 fmax_ev_per_a=3.56 mol_weight_da=1130.69
C 1.908826 4.674885 0.518884 -0.84 0.56 0.90
C 0.704610 3.700948 0.723893 0.12 0.61 -0.94
C 0.783183 2.367335 -0.103336 -0.40 0.03 0.57
Br 2.673955 1.985299 -0.516011 -0.38 -0.24 -0.15
C 0.065464 1.177109 0.560185 -0.33 -0.89 0.53
C 0.758434 -0.107110 0.736843 -0.50 -0.11 0.10
C 0.189338 -1.225849 1.280603 -0.18 -1.11 0.19
C 0.985563 -2.566258 1.373881 -1.74 0.11 -2.44
C 2.219137 -2.592447 0.435621 1.19 0.29 1.41
O 3.316908 -2.666461 0.939282 -0.53 -0.25 -0.47
O 2.159253 -2.496515 -0.925308 -0.91 0.05 0.79
C -1.204715 -1.208516 1.784761 2.00 1.85 -2.29
N -1.894334 -2.189766 2.329510 -0.85 0.67 -0.45
S -3.389005 -1.532022 2.594986 1.24 0.45 -0.28
N -3.122845 -0.042303 2.050341 -0.12 0.30 -0.07
C -1.873739 0.088043 1.576964 -0.94 -1.95 1.04
C -1.267488 1.257305 0.972199 1.01 0.68 0.00
P -2.293631 2.801268 0.742245 -0.88 -0.79 -0.77
S -4.196273 2.478734 0.600781 -0.10 0.35 0.43
H 2.788430 4.389746 1.118103 -0.25 -0.04 -0.61
H 1.580363 5.657600 0.924752 0.19 -0.49 -0.21
H 2.133936 4.847555 -0.544892 0.09 -0.33 0.46
H 0.477884 3.545876 1.794375 0.42 -0.22 -0.46
H -0.162293 4.260216 0.313887 0.42 -0.36 0.26
H 0.291433 2.496878 -1.085854 0.49 0.07 0.37
H 1.804403 -0.232426 0.429802 -0.56 0.49 0.03
H 0.257853 -3.342510 1.001152 0.61 0.48 0.31
H 1.200848 -2.828347 2.407455 0.61 0.04 -0.55
H 1.275467 -2.214400 -1.213900 0.10 -0.21 0.06
H -1.922803 3.801370 1.678161 0.22 -0.43 -0.18
H -1.854571 3.293292 -0.523836 0.39 -0.07 0.60
Br 0.262970 -0.117824 -3.217362 0.00 0.13 0.03
C 0.557995 0.956112 -4.816422 0.11 -0.29 0.04
C 1.539561 2.073405 -4.577634 -0.05 0.18 -0.05
Br 0.718712 3.548520 -3.605707 0.02 0.00 -0.03
H -0.416810 1.311163 -5.140634 0.04 0.04 0.06
H 0.949699 0.255714 -5.552160 0.03 0.07 0.00
H 1.861859 2.505864 -5.523453 -0.05 -0.06 0.00
H 2.411696 1.762980 -4.007889 -0.09 -0.04 0.03
Br 2.139020 -7.987578 1.781431 -0.05 -0.04 -0.07
C 2.582119 -7.658212 -0.085426 0.16 -0.01 0.25
C 2.169066 -6.275372 -0.513124 -0.12 0.04 -0.27
Br 0.245858 -6.167689 -0.811994 0.03 0.09 0.08
H 2.107313 -8.443644 -0.666600 -0.03 0.09 -0.01
H 3.663464 -7.768863 -0.145304 -0.03 0.07 -0.03
H 2.619753 -6.019787 -1.470520 0.02 -0.03 0.04
H 2.419669 -5.509598 0.215875 0.04 -0.10 0.02
Br -3.138802 1.435663 -2.498284 -0.02 -0.14 -0.34
C -3.968751 2.014990 -4.160362 0.29 0.14 0.13
C -5.397530 2.436025 -3.939106 -0.21 -0.10 -0.18
Br -6.568559 0.895124 -3.733213 0.03 0.05 0.07
H -3.868657 1.196601 -4.868347 -0.11 0.03 0.02
H -3.369185 2.859056 -4.499798 -0.08 0.02 0.00
H -5.778556 2.968832 -4.809010 0.07 -0.01 0.00
H -5.527012 3.052662 -3.053661 0.10 -0.06 0.00
Br 0.613595 2.007506 5.080500 -0.09 -0.04 -0.03
C 0.635697 0.411417 6.198463 0.18 0.21 0.04
C 1.341830 -0.727173 5.511783 -0.12 -0.39 0.01
Br 0.212053 -1.526767 4.139872 0.33 0.53 2.00
H -0.397380 0.184710 6.446782 0.04 -0.04 -0.07
H 1.167472 0.703599 7.102369 0.01 -0.03 -0.04
H 1.551848 -1.530094 6.217150 -0.01 0.09 0.05
H 2.266405 -0.425869 5.026255 -0.05 0.06 0.04

No. 4
15
Properties=species:S:1:pos:R:3:forces:R:3 method="wB97M-V/def2-TZVPD" s2=0.76 spin_multiplicity=2 homo_lumo_gap_ev="8.686 / 5.727" fmax_ev_per_a=0.88 relative_energy_kcal_mol=31.74 mol_weight_da=127.40
H -3.046356 -1.058637 1.662084 0.41 0.05 -0.13
O -0.190930 -0.221703 2.418422 0.71 0.01 -0.11
C 1.014464 -0.419882 2.144333 -0.34 -0.53 0.17
C 1.434080 -0.526604 0.792475 0.38 0.53 -0.08
O 0.472668 -0.479572 -0.100825 -0.44 -0.38 0.43
C 0.517557 0.418312 -1.241160 0.24 0.24 -0.57
C -0.927912 0.528482 -1.720495 -0.30 0.13 0.00
O -1.791316 0.807821 -0.682554 0.58 -0.24 0.20
Mg -1.669182 -0.242591 0.925328 -0.86 0.15 -0.11
H 1.757298 -0.584376 2.937691 -0.17 0.23 -0.10
H 2.474803 -0.496337 0.465485 -0.21 -0.07 0.12
H 1.189212 -0.007369 -1.997088 -0.06 0.10 0.13
H 0.892829 1.382250 -0.874263 -0.11 -0.20 -0.08
H -1.192019 -0.420430 -2.233965 0.13 0.17 0.03
H -0.935195 1.320635 -2.495467 0.04 -0.18 0.10

No. 5
13
Properties=species:S:1:pos:R:3:forces:R:3 method="wB97M-V/def2-TZVPD" homo_lumo_gap_ev=8.462 smiles=Nc1cc[nH]c1O fmax_ev_per_a=2.52 relative_energy_kcal_mol=59.61 mol_weight_da=98.10
N 0.812593 -1.709326 -0.449803 0.14 -0.08 0.00
C 0.277376 -0.492983 0.038133 -0.62 -0.11 -0.70
C -0.384162 0.370645 -0.758345 -0.20 -0.23 0.14
O -0.462882 0.299657 -2.096298 -0.36 -0.06 -0.35
N -0.970293 1.319310 0.023425 -0.24 -0.10 -0.08
C -0.621406 1.094362 1.339788 0.29 0.33 -0.19
C 0.220407 -0.013586 1.374063 0.85 0.51 -0.69
H 0.715863 -2.429837 0.253229 0.02 -0.06 -0.12
H 1.774656 -1.674629 -0.740781 0.35 0.08 -0.01
H -0.084472 -0.586862 -2.244042 -0.18 0.12 -0.45
H -1.554060 2.053928 -0.337924 -0.18 -0.08 0.16
H -1.038018 1.734920 2.110770 0.50 -0.01 -0.18
H 1.314398 0.034401 1.487785 -0.37 -0.32 2.48

No. 6
27
Properties=species:S:1:pos:R:3:forces:R:3 method="wB97M-V/def2-TZVPD" homo_lumo_gap_ev=9.134 fmax_ev_per_a=4.55 relative_energy_kcal_mol=41.61 mol_weight_da=224.28
C -3.360031 0.877415 -0.439197 1.44 -1.04 1.93
C -2.973688 0.888777 0.914079 -0.50 -0.17 -0.55
C -2.447495 0.367445 -1.333071 -0.48 0.87 -2.80
C -1.651179 0.544533 1.303824 -3.49 0.89 2.78
C -1.147370 0.143415 -0.961676 -0.10 -1.08 0.21
C -0.767215 0.165021 0.371109 3.06 0.01 0.30
C 1.317508 -1.209701 0.940553 0.22 1.30 0.40
C 2.159717 1.107958 -1.597005 1.40 -1.47 0.66
C 1.503447 2.157712 -0.817442 -0.99 2.20 0.20
C 0.679244 -0.061980 0.824148 -1.21 2.19 -0.83
C 0.792010 -2.553034 0.794644 1.10 -1.75 -1.72
O 2.635607 -1.235201 1.102234 0.57 -3.79 -0.02
O 1.074259 2.434523 1.867218 0.51 -0.24 -0.36
O 1.790561 -0.046835 -1.538665 0.03 0.56 -1.35
S 1.753883 1.495981 0.934983 -2.73 -0.62 0.05
H -4.350310 1.073436 -0.719715 -1.21 0.36 -0.32
H -3.810093 1.049582 1.609625 0.88 0.25 0.13
H -2.754639 0.276075 -2.434054 0.60 0.02 1.70
H -1.469589 0.544798 2.415553 0.26 -0.02 -1.46
H -0.443892 -0.246398 -1.644041 0.58 -0.12 -0.84
H 3.204378 1.300403 -1.904007 -0.16 0.20 -0.60
H 3.074378 -0.460159 1.298251 0.99 2.88 0.49
H 2.127790 3.061709 -0.692247 0.01 -0.36 -0.49
H 0.517715 2.593437 -1.242578 1.04 -1.42 1.32
H 0.099949 -2.888410 1.507824 -1.59 0.21 0.83
H 1.649881 -3.244190 1.046152 -0.75 0.56 -1.09
H 0.388864 -2.634583 -0.268733 0.54 -0.44 1.43